49
Properties=species:S:1:pos:R:3:forces:R:3 method="wB97M-V/def2-TZVPD" spin_multiplicity=1 homo_lumo_gap_ev=6.146 total_charge=-1 energy_ha=-3615.7116
S -0.13208 -3.50761 5.55857 -0.5227 0.8109 -1.2885
O 3.81326 -2.06918 -3.05029 -0.7380 0.5411 -0.1921
H -1.52970 0.66596 0.58354 1.2120 -0.5919 -0.0863
O -1.60145 -0.91384 2.88140 -0.7834 -2.6997 -2.1610
P -1.79968 -2.10491 1.90571 -0.0278 3.0821 3.1141
Cl -2.37357 0.64115 -2.18565 1.0083 -1.1713 0.6333
H -2.52047 7.08440 -1.84564 -0.0799 -0.2372 0.0296
O -1.43717 -1.57308 -0.96710 0.5927 1.7290 -0.9411
O -0.36550 -4.92053 5.49782 0.2579 0.7340 0.1186
C -1.72808 6.33611 -1.87682 0.3806 0.2553 0.1604
B -0.70893 -1.92449 0.28589 1.2943 0.0375 -0.5168
O -3.47235 -2.14259 1.52665 1.2945 -0.6328 -0.3095
C 3.19889 -0.10591 -5.65419 0.1703 -0.2812 -0.3928
C 1.89151 -0.87832 -5.73628 -0.3230 0.5288 -0.0406
S 2.77920 -1.15754 -3.43045 -0.3531 -0.0750 0.4562
H 2.65830 -2.59059 7.31115 -0.0508 -0.1794 -0.1795
O -2.28030 3.16048 -3.16501 0.6767 1.3124 0.4266
C -0.95698 -0.26150 -1.37895 0.0416 -0.6801 2.3169
H -0.03603 -2.91471 0.15219 0.0023 -0.4256 0.0405
S -1.38850 3.90593 -2.33284 -0.2291 -0.7577 0.0362
H 0.35712 -1.94872 8.55291 -0.1706 -0.0252 -0.1641
H 3.13856 0.86151 -6.15329 0.0091 0.0149 0.2607
O -0.59949 -2.96962 7.02192 0.3997 0.0024 -0.1576
O -1.27800 -3.50271 2.77922 -2.9498 -0.2279 -3.4865
C -0.56362 0.33542 0.08672 1.6556 0.3350 -1.6180
O -0.61316 -2.59824 4.57177 1.2923 -0.3279 3.3790
O 0.17679 -0.77912 0.61646 -1.9056 0.5565 -0.6277
H 0.75716 -3.67828 8.38507 0.0719 0.0510 0.0282
H -0.03768 -0.24574 -2.06425 -2.0534 -0.2105 0.8137
H 0.24571 1.14904 0.04746 -1.6895 -0.6646 -0.1410
O 1.46442 -3.26209 5.74982 -0.3250 -0.5247 0.5176
H 1.77327 -1.39592 -6.68787 0.0460 -0.1817 0.2101
H 1.03303 -0.22070 -5.57114 0.0476 0.0110 -0.0719
O -0.52158 4.90414 -3.27905 -0.0379 -0.0146 0.6157
H -3.54309 -1.85420 0.58519 0.2865 -0.3750 0.8178
H 1.60618 -1.37730 6.53719 -0.0047 -0.0111 0.0891
H 4.02567 -0.68280 -6.07854 -0.0514 0.0154 -0.0425
C 0.54625 -2.75269 7.84083 0.2302 -0.2739 0.1938
H -1.77779 -4.25404 2.38987 0.5286 0.3457 0.1114
H -0.37947 6.96779 -3.47328 0.1146 -0.2370 0.0370
O -2.24957 5.04658 -1.56188 0.1926 -0.1743 -0.6095
H -0.96370 6.58526 -1.13535 -0.0093 0.0488 -0.0597
O 1.84609 -0.60736 -2.49777 1.3456 -0.4446 -0.6744
O 1.94560 -1.81200 -4.65919 0.7828 0.1321 0.2306
C -1.12177 6.19755 -3.26481 -0.4567 0.1370 -0.2062
C 1.67401 -2.41504 6.87673 -0.1382 0.5101 -0.0246
O 3.44714 0.06807 -4.26013 -0.4991 -0.3182 0.1466
H -1.89592 6.22001 -4.03766 -0.0025 0.0882 0.0519
O -0.50252 3.29196 -1.39665 -0.5330 0.4638 -0.8439

=====

30
Properties=species:S:1:pos:R:3:forces:R:3 method="wB97M-V/def2-TZVPD" spin_multiplicity=1 de_lowest_kcal_mol=50.74 homo_lumo_gap_ev="7.216 / 7.215" total_charge=0 energy_ha=-5859.6487
H -1.85549 -1.33416 -0.53846 0.4224 1.3582 0.3907
H -1.21774 1.58947 0.54633 0.8148 -0.9177 1.4611
H -1.79680 -0.85736 -2.13072 0.5137 0.6282 0.3176
H -0.43226 -1.96479 1.57651 0.1456 -0.5361 -0.6301
C 0.65037 -1.50475 -2.02684 0.9629 -1.3339 1.7020
H 0.29457 2.20824 0.83336 0.8903 0.4867 0.3829
H 1.41331 -2.09315 -1.34280 -0.7945 1.4762 -1.9599
H 0.06490 1.74128 -1.33977 0.1358 1.5187 0.8527
Br 3.91482 1.81563 -0.12673 0.0477 0.3749 0.3703
H -0.33840 -0.98144 2.95470 0.1007 -0.0927 0.8800
C 0.07295 -0.34890 -1.20539 -0.2956 0.1496 -2.0508
C 0.37056 0.09275 1.28726 -0.2503 0.5943 0.6424
C -0.56813 -0.95987 1.91265 1.2305 0.0705 0.3879
H -0.64936 1.76019 2.31541 0.1937 -0.1104 -1.0321
H -1.81692 0.45992 -1.06566 -2.0267 2.7173 1.0793
H 2.12339 -0.83163 2.09339 1.0143 -0.3355 -0.2535
H 1.35154 0.13425 3.28474 -0.7212 -0.4107 0.0456
H -0.42631 0.95505 -2.74470 -0.3905 0.3066 -1.4904
Br 3.87636 -1.61862 0.32059 0.2430 0.0520 -0.1241
H 0.89376 -1.15766 -3.01668 0.8939 -0.2583 -0.3226
H -0.07119 -2.26980 -2.15391 -1.0714 -0.7841 -0.2589
H 2.11160 1.02621 2.21502 1.5686 0.7429 -1.0520
C -0.33844 1.46040 1.27704 -1.2634 0.6326 -0.0482
C 0.30645 0.95328 -1.98286 1.9520 -1.1649 -1.0056
P 2.96135 0.00446 -0.88417 -2.4931 -0.9985 0.9403
N 0.76963 -0.32778 -0.01527 4.4846 -0.9586 1.4757
C 1.62394 0.09210 2.22897 -2.3339 0.6077 0.4307
H 1.40457 0.99006 -2.41691 -2.3792 0.2693 0.7852
C -1.45067 -0.47632 -1.13590 0.5343 -4.4867 -1.3579
H -1.56248 -0.67347 1.88274 -2.1292 0.4026 -0.5586

=====

29
Properties=species:S:1:pos:R:3:forces:R:3 method="wB97M-V/def2-TZVPD" spin_multiplicity=1 de_lowest_kcal_mol=0.00 smiles=CC(C)(C)[Si](Br)(Br)C(C)(C)C homo_lumo_gap_ev=9.608 total_charge=0 energy_ha=-5753.1837
H 0.34226 3.25820 2.09096 -1.4259 -1.2897 0.2335
C 1.47035 0.61500 1.62093 -0.3713 -1.9245 -1.8314
H 0.30412 0.13178 -1.89901 1.7517 1.9121 0.3841
C -0.38251 -0.60634 -2.07533 -2.9879 -0.3525 1.3628
H -0.35791 1.99698 3.16324 -0.1872 -0.1645 -0.7892
H 1.18613 0.03680 2.50044 0.3534 -0.0075 -0.0383
H -1.25823 -0.14386 -2.62895 0.9490 -0.6395 0.7495
H -2.81826 -1.30644 -1.44091 -2.0204 1.5529 -0.5659
H -2.60129 -2.86238 -0.59908 0.0310 0.7595 1.0556
C 0.22428 -2.43654 -0.33752 2.0401 1.7593 -2.7779
H -1.33053 2.67202 1.84426 -1.7045 0.4812 -0.5707
C -0.38244 2.33204 2.10287 4.1238 0.6598 0.8503
C 0.29042 1.37794 1.07408 -2.4845 -1.3803 -0.0420
H 1.33011 3.00972 0.21475 -0.1263 -0.3337 -0.6144
H -0.33106 2.69972 -0.39412 0.5694 0.1634 -0.5319
H -0.27934 -2.90407 0.44184 0.0293 -1.8126 1.4034
H 1.00066 1.65289 -0.95957 0.6323 -0.2998 -0.8971
C 0.63587 2.22674 -0.15285 -1.3900 0.5730 1.8384
C -2.15542 -2.02330 -1.14403 2.6672 -3.3786 -1.0553
C -0.80279 -1.34531 -0.71368 -0.6523 -0.6995 -2.4992
H 1.86355 -0.08265 0.79029 -0.7025 0.6302 1.2868
Br -1.36181 -1.21465 2.58246 -0.1650 -0.3824 0.3764
H 0.08513 -1.33172 -2.66437 0.4986 -1.2110 -1.1727
Si -1.19725 -0.17382 0.64784 2.9930 2.1942 0.7963
H 2.32066 1.20911 1.78275 1.0727 1.2608 0.7403
H 1.22068 -1.98193 -0.05681 -1.1817 -0.4584 0.3000
H -1.91888 -2.64242 -2.06499 0.0428 0.9229 0.4493
Br -3.10761 0.71534 0.22260 -1.1186 0.9208 -0.1125
H 0.55383 -3.05140 -1.27093 -1.2363 0.5445 1.6716

=====

37
Properties=species:S:1:pos:R:3:forces:R:3 method="wB97M-V/def2-TZVPD" spin_multiplicity=1 homo_lumo_gap_ev=6.981 total_charge=-1 energy_ha=-4399.4528
C 2.40629 -0.61462 0.28933 -0.3571 -0.0707 0.1332
O -1.12597 0.41639 -3.36950 -0.0214 -0.0151 -0.1146
H 0.65527 3.68141 -2.18820 -0.1360 0.0063 0.0339
C -2.50915 -0.12486 0.85714 -0.0461 0.0443 0.0311
H -3.90009 0.57800 -0.66312 0.0360 0.0184 0.0174
N -0.34967 3.31310 1.03957 0.0096 -0.4264 -0.0594
C -3.40315 -1.31102 1.22541 0.1053 -0.0714 0.0496
H -0.71285 -0.13958 2.06466 0.0293 -0.0850 -0.0146
Br 3.87187 -0.39711 -0.99065 0.1275 -0.0191 -0.1236
H -0.87027 4.11960 0.70998 0.1404 0.1296 0.1631
H -2.26530 1.22070 -0.85538 0.0094 -0.0557 -0.0028
H 4.02549 -0.82234 3.34490 0.0308 0.0610 -0.0209
F 0.62631 -2.54581 -2.00655 0.0668 -0.0246 -0.0219
H 4.17446 -1.80897 1.88484 -0.0292 0.0240 0.0584
F 0.57946 -2.34749 -4.16800 0.0533 -0.0082 -0.0927
H 4.99844 -0.25877 1.97940 -0.0275 -0.0525 -0.0237
H -2.61929 -0.45835 -1.28032 0.0581 0.0770 -0.0112
O 1.36477 0.25161 -3.49326 -0.0470 0.0465 -0.0757
H -3.20004 -2.14706 0.54788 -0.0398 0.0337 0.0001
H -1.01793 2.56484 1.18616 -0.0715 0.0957 -0.0524
C 0.00627 -1.93783 -3.04009 -0.0752 -0.0174 0.2019
H -2.76932 0.69366 1.54329 0.0641 0.0186 -0.0628
C 2.84490 -0.10369 1.65398 0.0682 0.0111 -0.0317
O 0.01669 3.47517 -1.49357 0.2227 -0.1480 -0.1894
S 0.12358 -0.06321 -2.79731 0.0395 0.0553 -0.1418
H 1.99211 -0.24725 2.33056 0.0168 0.0453 -0.0302
In 0.50926 0.38921 -0.27690 0.1992 -0.1041 0.5759
H -4.46586 -1.06253 1.15036 0.0278 -0.0119 0.0134
H -0.88347 -1.55928 1.06763 0.0172 0.0349 -0.1169
C 4.08256 -0.78354 2.25421 0.0102 -0.0816 -0.0277
H 3.02700 0.97414 1.58414 -0.1094 -0.0111 0.1088
H 2.22578 -1.69065 0.34317 0.1921 -0.0017 -0.0695
C -1.02078 -0.47161 1.06554 -0.1004 0.1161 -0.0290
P 0.87405 2.91234 -0.13573 -0.2552 0.3954 -0.0875
C -2.83668 0.33578 -0.56032 -0.1146 -0.0765 0.0058
H -3.19167 -1.65860 2.24038 -0.0614 0.0345 -0.0117
F -1.26305 -2.37178 -3.04361 -0.0323 0.0335 0.0193

=====

32
Properties=species:S:1:pos:R:3:forces:R:3 method="wB97M-V/def2-TZVPD" spin_multiplicity=1 homo_lumo_gap_ev=7.203 total_charge=-1 energy_ha=-1921.9115
H -16.53703 -1.84332 34.88456 -0.0735 -0.8301 0.0161
H -17.04535 -3.64088 30.67212 0.6176 -0.1477 -0.1101
C -14.65174 -2.37820 33.92343 -0.6486 -1.8256 -1.7445
H -19.32057 -7.01528 28.25927 0.4096 -0.0109 -0.0771
H -13.70937 -1.87046 33.71791 -0.4450 0.7263 -0.3982
H -15.37640 0.10187 32.81137 0.0939 -0.8157 -0.0286
O -18.59601 -4.41892 31.65855 -0.2247 -0.1508 1.3255
H -19.23341 -6.26141 31.04015 0.0732 0.1002 -0.0093
H -15.11208 -2.03914 35.95884 -0.1209 0.3003 0.1580
H -18.22382 -8.02640 27.28260 0.0125 0.5293 -0.1774
O -15.40713 -2.58526 32.66754 0.2836 0.6545 0.6657
H -18.70224 -5.76328 26.31147 -0.0756 0.0711 0.2204
H -17.86411 -2.46154 31.52699 -0.6640 -0.0802 0.6581
H -15.92922 -4.54833 32.73003 -0.2498 -0.3061 0.1537
H -16.98406 -3.44710 33.70106 0.0801 -0.3230 0.3218
H -19.19611 -7.03810 25.24282 -0.8853 0.1752 -0.3083
Cl -20.36271 -8.85710 27.43191 -0.9084 -0.9631 -0.3052
H -14.24488 -3.34120 34.23199 -0.4999 -0.5239 0.3240
Cl -21.07164 -5.81835 26.32239 0.2076 -0.1834 -0.4304
C -15.86400 0.37197 33.74805 0.7230 -1.1771 -0.1964
C -19.44582 -6.55017 26.18499 1.0926 -0.7170 0.6330
H -18.02767 -6.38167 32.33167 -0.0401 0.2585 0.3607
C -19.20379 -7.55039 27.31688 0.2861 1.1693 0.5534
H -16.91749 0.11639 33.63422 -0.1554 0.2273 0.1550
C -15.46056 -1.70282 34.98234 -0.1540 0.8390 -0.5854
C -17.52179 -3.49011 31.64082 1.6380 -0.5026 -1.4179
Cl -16.37896 -5.64300 27.95003 -0.1650 -0.0592 0.0336
H -17.51048 -5.92058 30.70730 -0.0192 -0.0985 -0.2832
C -16.43570 -3.58394 32.76903 -0.4836 0.1248 -0.1244
H -15.66419 1.44270 33.70662 -0.2781 0.0589 1.2364
O -15.29238 -0.30992 34.90302 0.1958 2.3006 -0.2295
C -18.31492 -5.82910 31.43710 0.3778 1.1794 -0.3895

=====

34
Properties=species:S:1:pos:R:3:forces:R:3 method="wB97M-V/def2-TZVPD" spin_multiplicity=4 homo_lumo_gap_ev="7.476 / 7.521" total_charge=+2 energy_ha=-3053.2711 s_squared=3.7524
O 2.03158 -1.86092 -1.68715 -2.0684 1.0759 2.0304
H -1.20458 2.41141 -3.84261 -0.0179 0.1655 0.3958
O -0.71505 -0.30240 2.46894 0.2858 -0.0504 -0.1455
C -1.19973 2.24863 -2.75431 -0.2155 -0.2036 0.0349
C 1.33164 -1.39288 -0.80489 1.3556 -0.3134 -1.5341
H 0.71004 -1.48948 5.47932 -0.0468 -0.0158 -0.2271
H 0.23564 -1.19463 -3.73301 -0.2462 0.1971 -0.0724
H 1.87593 2.16396 -2.47377 -0.0900 -0.2594 -0.4475
C 1.48103 1.29729 -3.01918 0.3059 0.1710 0.3774
H -0.69815 -2.06867 4.51489 0.1527 0.2746 -0.0588
H -0.44347 0.14617 -4.71739 -0.1099 -0.2996 0.2840
Er -1.50724 0.04507 0.54943 -0.2116 1.9168 -0.2967
H -1.51801 -0.81916 -3.62921 0.2195 0.0161 -0.2936
H -0.25512 -2.81030 -0.86235 0.0684 -0.1709 0.2108
H 2.18675 0.46342 -2.91619 -0.0641 0.1915 -0.0559
H -0.81454 3.13156 -2.22483 -0.1106 -0.1910 -0.2478
C -0.10189 -1.80862 -0.45706 -0.8392 -0.8779 -0.4649
H 0.99691 -2.37254 3.95805 -0.2164 0.1499 0.1321
C 0.32259 -1.67362 4.46915 0.4087 -0.2520 -0.0879
H -0.66611 1.88205 4.32761 0.0731 -0.2236 0.1596
H -2.22446 2.04403 -2.40691 0.2199 0.2059 -0.2382
S 0.37754 -0.11089 3.58637 -1.0319 -0.1618 0.7385
H 0.03009 0.93684 5.68897 -0.1286 0.0510 -0.2092
P -0.17110 0.78159 -2.38444 -0.4413 0.0940 -1.3993
I 1.33774 1.76749 0.17949 0.1125 -0.3039 1.4649
C -0.51491 -0.39050 -3.75892 -0.4069 -0.0156 0.2872
C -0.55297 0.88106 4.76119 0.1299 0.2335 0.0027
H -1.53404 0.42077 4.93466 0.3194 0.0085 -0.0699
Cl -3.84453 0.33358 0.01895 0.6223 -0.1451 0.1649
H 1.40002 1.54626 -4.08472 -0.1180 -0.0712 0.2465
C 1.98374 -0.39305 0.19618 2.1683 -0.4997 1.5678
H -0.94230 -1.23079 -1.00398 1.7195 -1.0754 -0.0322
H -0.22829 -1.87054 0.65222 0.2469 -0.3296 -0.5208
O 2.83525 -0.71220 0.97549 -2.0451 0.7087 -1.6959

=====

31
Properties=species:S:1:pos:R:3:forces:R:3 method="wB97M-V/def2-TZVPD" spin_multiplicity=1 de_lowest_kcal_mol=0.00 smiles="CC[C@@H](C)N([C@H](C)CC)S(=O)(=O)F" homo_lumo_gap_ev=10.581 total_charge=0 energy_ha=-1018.8935
C 3.47265 -0.49497 0.27656 -0.1205 -0.4019 0.2664
H 1.96372 -0.54330 1.75501 -0.1125 -0.0420 0.0499
H -3.64340 1.01998 1.10414 -0.0191 0.1307 -0.0240
H -1.41174 1.06917 0.86853 0.1382 0.1509 -0.0732
H 1.21121 2.55204 -0.87831 -0.0362 0.0175 -0.0569
H 0.75525 1.17861 1.12814 -0.2564 -0.0415 -0.0052
S 0.01232 -0.63171 -1.82972 -0.6385 0.1210 -0.1241
H -4.66406 0.59553 -0.27636 -0.0418 0.0526 -0.0354
H 3.96618 -1.28578 0.84437 0.0423 -0.0286 -0.0333
H 2.52218 1.45145 -1.31553 0.0789 0.0142 -0.0457
C -1.14005 -0.99143 1.30526 0.1189 0.1088 0.1853
C -2.58965 0.00348 -0.51915 0.2022 0.0736 0.0830
H 1.55645 -1.44549 0.32986 -0.1568 0.0198 -0.0665
H 2.55855 2.33873 0.21598 0.1503 -0.0643 0.0077
C 1.13856 0.71334 0.22247 0.2195 0.1107 -0.3362
H 3.96733 0.43130 0.55455 0.0284 0.1334 -0.1418
H -0.84669 -1.92560 0.83691 -0.0191 -0.0491 -0.1217
N -0.10286 0.38875 -0.55065 0.3858 -0.4040 0.0717
C 1.91813 1.81899 -0.49461 -0.2132 0.0661 0.1765
H -4.14414 -0.64461 0.84180 -0.0481 0.0201 0.1090
C -3.82918 0.26811 0.33774 0.0699 -0.2900 -0.0203
H -2.54560 0.69012 -1.36178 -0.0451 0.0697 -0.0191
H -0.40588 -0.73996 2.07143 0.0598 -0.0402 -0.0241
F 1.53413 -0.46837 -2.12759 0.1787 0.0550 -0.1442
C -1.29661 0.14649 0.29638 -0.5552 -0.0802 0.1932
O -0.68194 -0.10297 -2.95333 0.2227 -0.1169 0.2177
H -2.64823 -1.00817 -0.91964 -0.0039 -0.0351 -0.1943
H -2.08396 -1.15061 1.82301 -0.0852 0.0234 0.0013
C 1.99104 -0.50688 0.66484 0.3707 0.1772 0.2478
H 3.63649 -0.72516 -0.77215 0.0189 0.2279 -0.1282
O -0.17019 -2.00107 -1.47817 0.0666 0.0212 -0.0147